# 1
ORCA calculation (ωB97M-V with the def2-TZVPD basis set) on a molecular structure, C33H23F2N4O3ReS.

Values from the calculation:
highest occupied orbital energy (spin up / spin down)	-6.13 / -6.13	eV
frontier orbital gap (spin up / spin down)	5.82 / 5.82	eV
ΔE to the lowest compared entry with this formula, charge and spin	0.00	kcal/mol

XYZ file:
```
67
C33H23F2N4O3ReS ωB97M-V with the def2-TZVPD basis set
Re 0.2645 0.4920 0.1760
C -2.0033 0.8638 -2.6436
O -0.8706 0.2573 -2.0403
C -0.0027 -0.4508 -2.8347
C 0.1304 -0.3002 -4.1988
C 1.1133 -1.0417 -4.8495
C 1.9348 -1.9068 -4.1502
C 1.7798 -2.0756 -2.7797
C 0.8088 -1.3452 -2.1193
N 0.5391 -1.4181 -0.7208
N 0.6082 -2.5940 -0.2531
C 0.2418 -2.8533 1.0322
C -0.6403 -2.0046 1.7380
O -0.9481 -0.8145 1.3771
C -1.2895 -2.5430 2.9037
C -0.9896 -3.7765 3.3740
C -0.0494 -4.6279 2.7129
C 0.2652 -5.9014 3.2135
C 1.1528 -6.7133 2.5508
C 1.7499 -6.2596 1.3678
C 1.4656 -5.0118 0.8671
C 0.5541 -4.1695 1.5252
H -2.5490 0.1160 -3.2228
H -1.7099 1.6941 -3.2895
H -2.6167 1.2300 -1.8244
H -0.4932 0.3900 -4.7485
H 1.2428 -0.9215 -5.9160
H 2.7041 -2.4593 -4.6712
H 2.4012 -2.7550 -2.2171
H -2.0107 -1.9021 3.3929
H -1.4754 -4.1525 4.2658
H -0.2096 -6.2366 4.1272
H 1.3921 -7.6939 2.9385
H 2.4524 -6.8957 0.8450
H 1.9434 -4.6641 -0.0373
F 5.0599 -1.9090 1.1974
C 4.4083 -0.9022 0.5791
C 3.0454 -0.8084 0.7035
C 2.3383 0.2237 0.0584
C 3.1015 1.1652 -0.6716
C 4.4894 1.0162 -0.7613
F 5.2194 1.9097 -1.4699
C 5.1744 -0.0056 -0.1574
C 2.3200 2.2253 -1.2589
C 2.7865 3.2845 -2.0494
C 1.9020 4.2169 -2.5383
C 0.5506 4.0952 -2.2216
C 0.1515 3.0402 -1.4396
N 0.9963 2.1025 -0.9680
H 2.5342 -1.5399 1.3150
H 6.2458 -0.0958 -0.2373
H 3.8379 3.3549 -2.2684
H 2.2555 5.0330 -3.1526
H -0.1804 4.8140 -2.5639
H -0.8774 2.9279 -1.1337
O -1.2885 1.7955 0.6866
N -1.5588 1.9034 2.0065
C -2.7979 2.3003 2.3429
C -3.1253 2.5213 3.6517
C -2.1335 2.3440 4.6285
C -0.8794 1.9393 4.2623
C -0.5657 1.6859 2.9136
S 0.9692 1.1685 2.3524
H -3.4714 2.4121 1.5072
H -4.1302 2.8209 3.9051
H -2.3625 2.5130 5.6707
H -0.1002 1.7773 4.9911
```

# 2
ORCA calculation (ωB97M-V with the def2-TZVPD basis set) on a molecular structure, C33H24BrCdF15N7O3 at a distorted geometry.

Values from the calculation:
highest occupied orbital energy	-3.90	eV
charge	-1
frontier orbital gap	6.08	eV

XYZ file:
```
84
C33H24BrCdF15N7O3 ωB97M-V with the def2-TZVPD basis set
Cd -0.1494 -1.1381 0.1506
C -4.0621 4.4594 2.2179
C -3.0421 3.3705 2.0351
C -1.9250 3.2930 2.8572
C -0.9801 2.3194 2.6588
C -1.0725 1.3801 1.6066
N -0.0762 0.4900 1.3896
C 1.1819 0.6750 1.8998
C 1.8200 1.9240 1.7977
C 3.1249 2.1048 2.1857
C 3.8496 1.0513 2.7268
C 5.2945 1.2167 3.0998
C 3.2247 -0.1814 2.8585
C 1.9187 -0.4040 2.4508
C 1.2586 -1.7901 2.5444
O 0.9506 -2.3655 1.3648
C -0.0176 -1.6575 3.4582
F -0.0036 -0.5563 4.2314
F -1.1513 -1.6267 2.7514
F -0.1758 -2.6787 4.3263
C 2.1773 -2.8365 3.2381
F 3.3439 -3.0073 2.5821
F 2.5180 -2.5824 4.5190
F 1.6226 -4.0531 3.2458
C -2.2813 1.3723 0.8579
C -3.2121 2.3784 1.0769
C -2.5458 0.2966 -0.1977
O -2.1489 -0.9421 0.0376
C -4.0766 0.0968 -0.4556
F -4.7156 -0.1614 0.6942
F -4.8208 1.0844 -1.0364
F -4.2840 -0.9632 -1.2471
C -1.4928 0.1089 -2.5907
F -0.1709 -0.2064 -2.7699
F -1.0897 2.4981 -2.8580
F -2.1646 -0.9627 -3.0809
H -3.6832 5.2246 2.8931
H -4.9844 4.0590 2.6407
H -4.3139 4.9381 1.2709
H -1.8026 4.0016 3.6663
H -0.1398 2.2512 3.3330
H 1.2687 2.7457 1.3627
H 3.5904 3.0725 2.0620
H 5.4977 2.2399 3.4112
H 5.9266 0.9963 2.2358
H 5.5688 0.5378 3.9054
H 3.8044 -0.9692 3.3100
H -4.1274 2.3988 0.5057
O 6.5472 -0.0528 -0.5562
C 5.2073 -0.2337 -0.5704
C 4.6184 -1.4369 -0.1850
C 3.2435 -1.5556 -0.2440
N 2.4506 -0.5709 -0.6520
C 3.0174 0.5673 -0.9949
Br 1.8528 1.9471 -1.5330
C 4.3818 0.8029 -0.9914
H 6.9727 -0.8490 -0.2109
H 5.2231 -2.2610 0.1653
H 2.7330 -2.4575 0.0664
H 4.7982 1.7481 -1.2926
F -0.4903 -4.2990 -6.2374
C -0.7638 -5.0108 -5.1300
F 0.0525 -6.0869 -5.1849
F -2.0072 -5.4812 -5.2785
C -0.5511 -4.2273 -3.8642
C 0.6779 -3.6078 -3.6702
C 0.8668 -2.8965 -2.4971
N -0.0666 -2.7818 -1.5650
C -1.2352 -3.3737 -1.7492
C -1.5260 -4.1236 -2.8844
H 1.4509 -3.6665 -4.4208
H 1.8001 -2.3856 -2.3092
H -1.9707 -3.2194 -0.9705
H -2.4888 -4.5917 -3.0081
N -5.1253 3.0112 -3.4829
C -3.9382 2.7408 -2.8645
N -3.5535 3.5973 -1.8907
N -3.2402 1.7487 -3.3096
C -2.0343 1.4760 -2.7022
N -1.8527 0.7880 -1.4478
H -5.8342 3.4404 -2.9108
H -5.4448 2.2544 -4.0655
H -4.2430 4.1916 -1.4627
H -2.7597 3.3529 -1.3188
```

# 3
ORCA calculation (ωB97M-V with the def2-TZVPD basis set) on a molecular structure, C33H24Cl3FeN2O7P2.

Values from the calculation:
highest occupied orbital energy (spin up / spin down)	-9.38 / -9.33	eV
frontier orbital gap (spin up / spin down)	9.11 / 8.99	eV
spin multiplicity	2
ΔE to the lowest compared entry with this formula, charge and spin	0.00	kcal/mol

XYZ file:
```
72
C33H24Cl3FeN2O7P2 ωB97M-V with the def2-TZVPD basis set
Fe -0.4143 0.3910 -0.9910
O -3.9134 -0.9384 -5.5958
C -3.1847 -0.6732 -4.4944
C -3.6172 0.2279 -3.5154
C -2.7992 0.4234 -2.4261
N -1.6680 -0.2492 -2.3129
C -1.2030 -1.0572 -3.2524
C -1.9497 -1.3196 -4.3767
C 0.2099 -1.5165 -2.9298
O 0.7871 -2.3233 -3.6197
O 0.7011 -0.9254 -1.8692
C -2.9757 1.4226 -1.2938
O -4.0173 2.0236 -1.1551
O -1.9200 1.5192 -0.5305
H -4.7265 -0.4211 -5.5903
H -4.5441 0.7809 -3.6012
H -1.5818 -1.9769 -5.1512
N 0.9506 -0.6216 1.3353
P 1.2114 0.9052 0.5094
C 2.9439 0.6599 0.0312
C 3.3125 0.5824 -1.3082
C 4.6272 0.2995 -1.6480
C 5.5743 0.0936 -0.6560
C 5.2104 0.1682 0.6813
C 3.8975 0.4504 1.0259
C 1.1828 2.1296 1.8441
C 0.1963 2.0773 2.8235
C 0.1691 3.0266 3.8334
C 1.1258 4.0299 3.8720
C 2.1076 4.0902 2.8932
C 2.1321 3.1492 1.8759
P -0.5636 -1.0871 0.7457
C -1.7549 -0.9139 2.0984
C -2.8790 -0.1066 1.9569
C -3.7360 0.0814 3.0358
C -3.4675 -0.5296 4.2490
C -2.3426 -1.3367 4.3933
C -1.4898 -1.5309 3.3222
C -0.4575 -2.8693 0.4441
C 0.6630 -3.3780 -0.2173
C 0.7460 -4.7341 -0.4901
C -0.2850 -5.5856 -0.1181
C -1.4047 -5.0830 0.5279
C -1.4944 -3.7277 0.8069
H 1.6805 -1.2724 1.5855
H 2.5716 0.7115 -2.0849
H 4.9076 0.2348 -2.6910
H 6.5998 -0.1255 -0.9243
H 5.9496 0.0124 1.4564
H 3.6173 0.5272 2.0709
H -0.5520 1.2960 2.8051
H -0.6036 2.9807 4.5900
H 1.1039 4.7679 4.6636
H 2.8497 4.8776 2.9143
H 2.8812 3.2102 1.0988
H -3.0671 0.4068 1.0259
H -4.6038 0.7175 2.9225
H -4.1305 -0.3762 5.0908
H -2.1321 -1.8106 5.3431
H -0.6082 -2.1507 3.4371
H 1.4503 -2.7102 -0.5393
H 1.6130 -5.1218 -1.0080
H -0.2174 -6.6434 -0.3370
H -2.2107 -5.7457 0.8149
H -2.3680 -3.3374 1.3138
Cl -0.7017 4.1456 -3.7785
C 0.8878 3.8281 -3.0694
Cl 1.5841 5.3307 -2.4817
Cl 1.9651 3.1100 -4.2890
C 0.7397 2.7775 -1.9304
O 1.2775 3.0105 -0.8519
O 0.1575 1.7218 -2.3097
```

# 4
ORCA calculation (ωB97M-V with the def2-TZVPD basis set) on a molecular structure, C33H24Cl5N6O7SW at a distorted geometry.

Values from the calculation:
highest occupied orbital energy	-10.66	eV
charge	+1
frontier orbital gap	5.98	eV
ΔE to the lowest compared entry with this formula, charge and spin	35.95	kcal/mol

XYZ file:
```
77
C33H24Cl5N6O7SW ωB97M-V with the def2-TZVPD basis set
W -0.5527 -0.1320 0.4373
C 2.3329 -0.2133 3.9265
O 1.2268 -0.5246 4.6697
C 0.4466 -1.5820 4.2989
C 0.0536 -2.5090 5.2428
C -0.7777 -3.6043 4.9624
C -1.2007 -3.8367 3.6398
C -0.8775 -2.8096 2.7262
C -0.9725 -3.1311 1.3559
N -0.7801 -2.2965 0.3659
N -0.4010 -2.8822 -0.8367
C 0.4159 -2.0419 -1.4225
O 0.6467 -0.8753 -0.9213
C 1.1688 -2.4458 -2.6747
C 1.2497 -1.4932 -3.7081
C 1.9169 -1.8467 -4.9220
C 2.5314 -3.0653 -5.0446
C 2.4506 -3.9720 -4.0187
C 1.7862 -3.6960 -2.8541
C -0.1575 -1.6670 3.0409
O 0.1740 -0.8271 2.0815
H 2.8683 0.6312 4.3360
H 2.0584 0.0211 2.9347
H 3.1016 -1.0772 3.8371
H 0.5356 -2.4857 6.1858
H -1.0413 -4.2459 5.7786
H -1.7041 -4.6936 3.2865
H -1.2011 -4.1274 1.0903
H 0.7086 -0.5867 -3.5590
H 1.9187 -1.1282 -5.7495
H 3.0669 -3.2871 -5.9609
H 2.9489 -4.9481 -4.0064
H 1.6691 -4.4393 -2.0914
Cl -3.3228 -1.8049 -0.6952
C -3.6260 -1.1845 0.8707
C -2.5489 -0.4794 1.4666
C -2.7047 -0.2084 2.8225
Cl -1.5712 0.8154 3.6888
C -3.8110 -0.6558 3.6020
Cl -3.8070 -0.2909 5.2561
C -4.8685 -1.2512 2.9724
Cl -6.1267 -1.8494 3.9821
C -4.8125 -1.4388 1.5939
Cl -6.0349 -2.2896 0.7493
N 3.1292 4.0871 -4.9107
C 2.9913 3.5482 -3.7016
C 3.0203 4.2774 -2.4805
C 2.9798 3.7364 -1.2351
C 2.7976 2.3156 -1.2059
C 2.7891 1.5701 -2.3726
C 2.8969 2.1750 -3.6016
S 2.6466 1.5480 0.3463
O 2.9804 0.1364 0.3737
O 3.0772 2.4061 1.3988
N 0.8972 1.3825 0.5312
C 0.0569 2.4401 0.9671
N -1.1650 1.8868 1.0667
C -2.2454 2.6657 1.2040
C -2.0518 3.9774 1.3410
C -0.6944 4.4790 1.3335
N 0.3506 3.7359 1.1183
H 3.2489 5.0200 -5.0955
H 3.1646 3.4753 -5.7139
H 3.2967 5.3509 -2.6363
H 3.1333 4.3137 -0.3126
H 2.5352 0.5251 -2.3707
H 2.8540 1.5980 -4.5499
H -3.2038 2.2025 1.2133
H -2.8513 4.6917 1.5660
H -0.5483 5.6085 1.5241
C -3.1305 0.8719 -2.7234
C -1.9464 1.3093 -1.8921
O -1.3812 2.3587 -2.0050
O -1.6280 0.3363 -1.0461
H -3.2173 -0.1935 -2.8548
H -3.1173 1.2896 -3.7301
H -4.0408 1.3302 -2.2817
```

# 5
ORCA calculation (ωB97M-V with the def2-TZVPD basis set) on a molecular structure, C33H24ClN5ORuS.

Values from the calculation:
highest occupied orbital energy (spin up / spin down)	-13.24 / -13.23	eV
charge	+2
frontier orbital gap (spin up / spin down)	5.22 / 5.19	eV
ΔE to the lowest compared entry with this formula, charge and spin	0.00	kcal/mol

XYZ file:
```
66
C33H24ClN5ORuS ωB97M-V with the def2-TZVPD basis set
Ru -0.3347 -0.4046 0.2129
Cl 3.7614 -3.1802 5.4046
C 2.9728 -2.6898 3.9572
C 3.0900 -3.4705 2.8022
C 2.4662 -3.0849 1.6393
C 1.6842 -1.9237 1.5872
O 1.0980 -1.6551 0.4230
C 1.5799 -1.1219 2.7514
C 0.9236 0.1562 2.8012
N 0.2290 0.6631 1.8430
C -0.3417 1.9636 1.9090
C 0.0281 2.9585 2.7737
C -0.6594 4.1900 2.7794
C -1.7020 4.4166 1.9274
C -2.0867 3.4204 0.9990
C -3.1480 3.5802 0.0787
C -3.4508 2.5722 -0.7936
C -2.6775 1.4015 -0.7718
N -1.6759 1.2270 0.0635
C -1.3818 2.2042 0.9766
C 2.2416 -1.5287 3.9258
H 3.6773 -4.3782 2.8325
H 2.5527 -3.6794 0.7401
H 1.0512 0.7279 3.7174
H 0.8552 2.8208 3.4573
H -0.3506 4.9571 3.4756
H -2.2361 5.3574 1.9429
H -3.7151 4.5026 0.0784
H -4.2633 2.6586 -1.5003
H -2.8799 0.5886 -1.4603
H 2.1759 -0.9153 4.8155
C 0.9564 -1.4538 -2.8178
C -0.4488 -1.9009 -2.5586
C -1.1025 -2.6285 -3.5807
C -2.3531 -3.1268 -3.3896
C -2.9680 -2.9640 -2.1282
C -4.2242 -3.5338 -1.8104
C -4.7603 -3.4088 -0.5547
C -4.0506 -2.7208 0.4355
C -2.8247 -2.1440 0.1493
S -1.9204 -1.3524 1.3866
C -2.2688 -2.2346 -1.1539
N -1.0491 -1.6443 -1.3995
H 1.4684 -2.2303 -3.3852
H 1.5025 -1.2723 -1.8988
H 0.9716 -0.5523 -3.4345
H -0.5773 -2.7828 -4.5129
H -2.8642 -3.6735 -4.1721
H -4.7517 -4.0840 -2.5795
H -5.7171 -3.8529 -0.3198
H -4.4493 -2.6444 1.4393
N 1.3687 2.3966 -2.5596
C 0.4067 1.6352 -2.0203
N 0.8323 0.9526 -0.9800
C 2.1816 1.2948 -0.8213
C 3.1416 0.8739 0.1003
C 4.4078 1.4055 -0.0156
C 4.7348 2.3307 -1.0215
C 3.8012 2.7482 -1.9438
C 2.5249 2.2085 -1.8186
H 1.2559 3.0042 -3.3549
H -0.5932 1.5986 -2.4203
H 2.9171 0.1517 0.8691
H 5.1757 1.0984 0.6813
H 5.7430 2.7175 -1.0744
H 4.0494 3.4547 -2.7240
```

# 6
ORCA calculation (ωB97M-V with the def2-TZVPD basis set) on a molecular structure, C33H24F5NO2PRuSe at a distorted geometry.

Values from the calculation:
highest occupied orbital energy (spin up / spin down)	-7.53 / -7.41	eV
frontier orbital gap (spin up / spin down)	6.55 / 6.69	eV
spin multiplicity	2
ΔE to the lowest compared entry with this formula, charge and spin	0.00	kcal/mol

XYZ file:
```
68
C33H24F5NO2PRuSe ωB97M-V with the def2-TZVPD basis set
Ru 0.2983 -1.5624 0.1616
O 0.8160 -5.5184 1.1254
C 0.6641 -4.3154 1.1354
O 1.1380 -3.4650 0.2898
C -0.1353 -3.6877 2.2587
C -0.4536 -4.3919 3.4082
C -1.1970 -3.7635 4.3863
C -1.6318 -2.4613 4.1755
C -1.2787 -1.8315 2.9978
N -0.5218 -2.4217 2.0690
H -0.1175 -5.4154 3.4854
H -1.4547 -4.2838 5.2993
H -2.2335 -1.9409 4.9044
H -1.6130 -0.8279 2.7767
C 0.2724 1.0591 2.9581
C 0.0978 2.2574 2.0771
C -0.2907 3.4514 2.6820
C -0.3870 4.6303 1.9671
C -0.0849 4.6360 0.6140
C 0.2909 3.4561 -0.0025
C 0.3697 2.2535 0.7060
P 0.9258 0.7344 -0.1700
C 0.8527 1.2464 -1.9239
C 2.0133 1.2386 -2.6927
C 1.9667 1.4448 -4.0628
C 0.7471 1.6723 -4.6753
C -0.4079 1.7256 -3.9090
C -0.3818 1.5282 -2.5339
C -1.6638 1.6710 -1.7610
C 2.6192 0.4882 0.2924
C 3.4034 1.2722 1.1219
C 4.5788 0.7416 1.6327
C 4.9193 -0.5878 1.3528
C 4.1339 -1.3613 0.5130
C 2.9957 -0.8054 -0.0820
C 2.1952 -1.4741 -1.0811
H 1.2117 1.1289 3.5110
H 0.2979 0.1243 2.3988
H -0.5340 0.9958 3.6886
H -0.5110 3.4496 3.7427
H -0.6854 5.5435 2.4654
H -0.1401 5.5514 0.0414
H 0.5246 3.4659 -1.0578
H 2.9687 1.0599 -2.2173
H 2.8773 1.4152 -4.6452
H 0.6905 1.8166 -5.7454
H -1.3596 1.9231 -4.3871
H -2.5218 1.5792 -2.4253
H -1.7212 2.6419 -1.2694
H -1.7556 0.9159 -0.9736
H 3.0909 2.2728 1.3959
H 5.2074 1.3428 2.2738
H 5.8070 -1.0172 1.7970
H 4.4061 -2.3816 0.2780
H 2.3553 -2.5159 -1.3028
H 1.5750 -0.9254 -1.7715
F -6.2132 -0.2519 -2.5506
C -4.9590 -0.6818 -2.4141
C -4.4490 -0.9752 -1.1598
F -5.2150 -0.8213 -0.0779
C -3.1427 -1.4203 -1.0386
F -2.7080 -1.6592 0.2184
C -2.3006 -1.5884 -2.1227
Se -0.5135 -2.2496 -2.0299
C -2.8451 -1.2937 -3.3686
F -2.1149 -1.4238 -4.4800
C -4.1465 -0.8457 -3.5281
F -4.6217 -0.5674 -4.7418
```